1.
11
Properties=species:S:1:pos:R:3:forces:R:3 method="wB97M-V/def2-TZVPD" spin_multiplicity=2 relative_energy_kj_mol=52.0 gap_ev="11.8 / 6.2" charge=+1 homo_ev="-15.753 / -15.697"
N -1.6362 -0.4422 0.8271 0.5 0.1 -0.4
H -1.6063 -0.4543 -0.1873 -0.5 -0.2 -0.2
H -1.8386 -1.3893 1.1213 0.0 -0.1 0.1
H 0.1382 -0.1473 0.5398 -0.7 0.5 0.5
H -2.4475 0.1198 1.0783 0.3 0.1 0.1
N 1.0722 0.2697 0.2451 1.4 -0.4 -0.6
C 1.0326 0.4020 -1.2873 -2.5 -1.3 1.4
O 2.0275 1.0679 -1.6826 1.1 0.7 -0.8
O 0.1132 -0.1318 -1.8209 0.8 0.5 -0.6
H 1.8145 -0.4200 0.4259 -0.1 0.1 0.3
H 1.3305 1.1255 0.7408 -0.3 0.1 0.1

***

2.
38
Properties=species:S:1:pos:R:3:forces:R:3 method="wB97M-V/def2-TZVPD" spin_multiplicity=2 relative_energy_kj_mol=172.0 gap_ev="6.6 / 6.3" charge=+1 homo_ev="-11.176 / -11.151"
Ir -0.3207 0.4214 -0.2147 -1.4 1.0 1.5
Br 2.0261 -0.1025 1.5258 0.0 -0.3 0.1
C 3.1812 -0.2934 0.0009 0.0 0.0 -0.1
Br 2.2283 -0.0265 -1.6571 0.7 0.1 -0.1
H 3.5737 -1.3005 -0.0017 0.0 0.0 0.0
H 3.9572 0.4559 0.0673 0.0 0.0 0.0
O -4.1647 4.6867 0.1162 0.1 0.1 0.0
C -2.8565 5.2241 0.0150 -0.3 -0.2 0.1
C -1.8699 4.0454 0.0331 0.0 -0.1 0.0
C -0.4999 4.7192 -0.0627 0.0 0.1 0.0
O 0.5730 3.8126 0.1412 -0.1 0.0 0.0
C -2.0546 3.2995 1.3477 0.0 0.1 0.1
Se -0.8070 1.8813 1.7532 0.7 0.2 -0.4
C -2.2679 3.1146 -1.1194 0.2 0.4 -0.1
Se -0.9847 1.8853 -1.8730 -0.3 -0.3 -0.4
H -4.8109 5.3989 0.1133 0.0 0.0 0.0
H -2.6397 5.8982 0.8500 0.0 0.0 0.0
H -2.7266 5.7831 -0.9179 0.0 0.0 0.0
H -0.4641 5.4919 0.7128 0.0 0.1 -0.1
H -0.4166 5.2117 -1.0379 0.0 0.0 0.0
H 1.3943 4.3133 0.1569 0.0 0.0 0.0
H -3.0258 2.8011 1.3677 -0.1 0.1 0.0
H -2.0314 3.9822 2.1995 0.1 -0.1 0.0
H -2.6039 3.7046 -1.9739 0.0 0.0 0.0
H -3.1034 2.4849 -0.8235 -0.1 0.1 0.0
O -1.7489 -2.8326 1.5027 -0.1 0.0 0.1
C -1.5019 -1.9668 0.7176 0.0 0.3 0.2
O -1.3010 -0.6822 1.0510 -0.2 -1.0 0.2
C -1.3956 -2.1930 -0.7520 0.0 0.0 -0.3
C -1.8354 -3.3478 -1.3664 0.0 0.0 0.2
C -1.7290 -3.4461 -2.7415 0.0 0.0 -0.1
C -1.1756 -2.3903 -3.4526 -0.1 -0.1 0.0
C -0.7416 -1.2731 -2.7700 -0.1 -0.1 0.2
N -0.8587 -1.1766 -1.4382 0.6 -0.3 -0.7
H -2.2457 -4.1340 -0.7478 0.0 0.0 0.0
H -2.0724 -4.3330 -3.2570 0.0 0.0 0.0
H -1.0789 -2.4277 -4.5282 0.0 0.0 0.0
H -0.3003 -0.4319 -3.2854 0.0 0.0 0.0

***

3.
21
Properties=species:S:1:pos:R:3:forces:R:3 method="wB97M-V/def2-TZVPD" relative_energy_kj_mol=159.7 gap_ev=8.5 homo_ev=-8.035
C 0.1772 -0.7638 0.5727 -0.9 -0.1 0.0
C -0.1037 -1.9082 -0.3175 -0.3 -0.5 0.1
C 1.3428 -0.1104 0.0010 0.4 2.8 2.0
C 1.1229 0.1704 -1.4583 2.2 -1.8 -1.9
C -0.2902 0.4337 -1.8362 -1.4 0.1 3.7
C -0.6252 -0.2694 1.5216 -0.5 1.4 0.3
Si -0.4911 1.4968 2.3863 1.9 -0.6 -0.8
S -1.1007 -1.2264 -1.7850 0.5 0.0 0.0
S -2.9448 -1.0379 -1.2584 -0.8 0.2 0.2
H -0.6690 -2.6419 0.2729 -0.1 -0.2 -1.1
H 0.8231 -2.2921 -0.8243 -0.9 0.0 0.8
H 1.4160 0.8847 0.4831 0.1 -0.1 -0.1
H 2.1975 -0.6105 0.4298 0.9 -0.5 -1.0
H 1.6308 1.0260 -1.7525 1.2 1.9 -0.1
H 1.6737 -0.5566 -2.1658 -1.3 0.4 1.0
H -0.7773 1.1940 -1.0363 0.8 -2.0 -1.7
H -0.3843 0.8893 -2.7698 -0.3 0.3 -1.7
H -1.6163 -0.7091 1.7191 0.7 -0.3 0.0
H -1.7295 1.6665 3.0787 -0.6 0.0 0.8
H -0.4790 2.7169 1.4745 0.2 -0.7 0.1
H 0.8269 1.6482 3.2646 -1.4 -0.2 -0.7

***

4.
17
Properties=species:S:1:pos:R:3:forces:R:3 method="wB97M-V/def2-TZVPD" relative_energy_kj_mol=185.0 gap_ev=10.3 homo_ev=-9.676
C -2.4635 0.5001 -2.4428 2.2 1.8 0.3
N -1.3609 0.2285 -1.4942 0.5 -0.8 0.8
C -1.4778 -0.0977 -0.3003 -0.1 0.8 -1.4
Br -3.2974 -0.3876 0.5302 0.2 0.1 -0.2
C -0.4952 -0.3553 0.8093 1.1 1.8 1.7
C 1.0907 -0.2890 0.7697 -3.6 -2.1 -2.6
Br 1.6972 -1.6270 -0.5723 0.1 0.1 0.0
N 1.8105 0.2982 1.5344 0.7 -0.1 2.1
C 3.2463 0.1393 1.5803 0.1 2.7 -0.1
H -1.9812 1.0918 -3.3023 -0.8 -1.2 1.0
H -2.9938 1.2607 -1.8510 -1.1 -0.6 -0.7
H -2.9467 -0.4215 -2.7823 -0.2 0.5 0.3
H -0.8060 -1.3482 1.0938 0.5 -0.5 0.6
H -0.7260 0.3651 1.6771 0.0 -1.1 -1.3
H 3.6069 -0.5247 0.7892 0.2 0.2 0.3
H 3.6746 -0.0885 2.5929 -0.8 0.1 -0.9
H 3.4223 1.2559 1.3681 1.2 -1.7 0.2

***

5.
11
Properties=species:S:1:pos:R:3:forces:R:3 method="wB97M-V/def2-TZVPD" spin_multiplicity=5 relative_energy_kj_mol=337.1 gap_ev="7.9 / 8.6" charge=+3 homo_ev="-25.844 / -27.297"
C 0.5115 0.5617 0.0408 -0.2 1.3 -1.2
C 0.1243 0.3377 -1.2988 -0.8 2.7 0.1
O -0.3853 1.0527 1.0083 1.9 1.4 -3.3
H 1.5498 0.7934 0.2885 0.6 -0.8 0.1
H -0.2628 -0.1811 -2.1756 0.8 -1.7 -0.1
H -0.1792 1.2880 -1.7540 -0.6 1.6 0.6
H -0.0578 1.8599 1.4287 0.5 1.1 0.7
O 0.4654 -1.9116 -0.9014 1.3 0.3 6.2
C 0.2564 -1.7081 0.2742 -1.3 -4.6 -7.5
O -0.5427 -1.8190 1.1575 1.8 -0.6 0.8
Rh -1.4795 -0.2736 1.9320 -4.0 -0.6 3.6

***

6.
39
Properties=species:S:1:pos:R:3:forces:R:3 method="wB97M-V/def2-TZVPD" relative_energy_kj_mol=73.7 gap_ev=10.2 charge=+1 homo_ev=-12.652
N -0.9907 0.3740 0.1541 5.6 -1.8 4.4
C 0.0006 -0.4160 -0.7869 3.4 3.8 0.2
C 0.5014 0.6383 -1.8283 -0.9 0.4 -3.7
C 1.7649 1.4497 -1.4702 -1.2 -0.6 0.9
N 1.3325 2.2853 -0.3278 -0.6 0.7 -0.4
C -0.3483 -1.6513 -1.4634 -1.3 -6.0 1.5
N -1.6306 -2.3067 -0.9029 5.0 0.8 3.5
H -1.9384 0.2535 0.1534 -3.1 -1.4 -0.5
H -0.6277 0.0298 1.2351 -1.6 1.4 -3.4
H -0.8727 1.3962 0.2692 0.9 -0.6 -0.8
H 0.9928 -0.6718 -0.2611 -2.1 0.9 0.5
H -0.3533 1.3418 -2.1848 1.1 -0.7 1.3
H 0.6229 0.1855 -2.9063 0.3 0.1 2.2
H 2.0744 2.0807 -2.3217 0.3 -0.7 0.2
H 2.5530 0.7277 -1.0909 -0.6 1.0 -0.7
H 0.6786 3.0362 -0.6828 1.3 -0.9 0.6
H 2.1399 2.6973 0.1269 -0.3 0.3 0.0
H -0.3598 -1.5213 -2.5171 -0.5 -0.1 -0.6
H 0.4961 -2.5671 -1.2760 -1.9 3.0 -0.5
H -2.3175 -2.3856 -1.5123 -3.7 -0.4 -3.7
H -1.4607 -3.2283 -0.4680 0.0 1.0 -0.5
H -1.4517 2.0263 3.2050 -0.1 -0.5 -0.1
H -1.8385 0.4831 3.4401 0.5 0.7 -0.4
O -1.3983 1.1354 2.8267 -0.2 0.3 0.2
H 2.3810 -0.7292 2.4483 -1.9 -0.1 0.0
H 1.2195 0.1516 2.7662 -0.3 1.8 0.8
O 1.3751 -0.7068 2.4368 1.8 -1.7 -0.8
H -1.2792 -1.3851 3.1017 -1.4 0.4 0.5
H -1.2096 -1.4385 4.5382 -2.1 0.9 -0.7
O -1.9013 -1.1300 3.8470 3.5 -2.0 0.5
H 3.0409 1.3010 4.5604 0.5 0.6 3.0
H 4.1741 1.0083 3.3641 -2.0 0.5 1.8
O 3.2232 1.1071 3.6898 1.6 -1.1 -4.8
H -3.1249 0.9623 -1.4895 -0.5 -1.1 0.0
H -2.8360 1.5683 -2.9025 -0.2 -0.2 0.6
O -2.9292 1.7573 -1.9527 0.6 1.2 -0.7
H -0.3799 -2.2241 -4.9936 -1.3 1.0 -1.2
H 0.7180 -3.0431 -4.6201 -0.1 -0.1 0.8
O -0.0406 -2.5918 -4.2037 1.4 -1.0 0.0

***

7.
34
Properties=species:S:1:pos:R:3:forces:R:3 method="wB97M-V/def2-TZVPD" relative_energy_kj_mol=82.9 gap_ev=10.1 homo_ev=-10.370
Ar 0.5084 0.2121 0.0982 0.0 -0.1 0.1
O -2.1733 2.0709 -3.0247 0.0 -0.2 -0.3
H -2.5121 2.9303 -3.2754 -0.1 0.2 0.0
H -1.7687 2.2127 -2.1689 0.1 0.0 0.4
O 0.5148 -3.5521 0.2441 0.1 -0.2 -0.5
H 0.1957 -3.2725 1.1021 -0.2 0.0 0.5
H 1.2066 -2.9262 0.0297 0.2 0.1 -0.2
O -2.7851 -0.7782 -1.5566 -0.4 -0.1 0.6
H -3.2485 -0.3013 -2.2452 -0.1 0.3 -0.1
H -1.8904 -0.8653 -1.8854 0.6 -0.2 -0.3
O -0.1431 -1.1523 -2.6968 -0.3 0.3 -0.1
H 0.2272 -1.2379 -3.5753 -0.1 0.0 -0.3
H 0.5430 -1.4784 -2.1144 0.2 -0.4 0.4
O 4.0329 -0.2411 1.9258 0.0 0.2 0.1
H 4.1541 -1.0932 1.5070 0.1 -0.2 -0.2
H 3.3109 -0.3759 2.5397 -0.1 -0.2 0.3
O -2.8130 -0.1119 1.3813 0.2 0.2 0.5
H -2.7769 -0.5036 0.5086 0.0 -0.3 -0.9
H -3.7364 -0.1617 1.6286 -0.3 -0.1 0.1
O 0.0370 -2.8851 2.9311 0.1 -0.1 0.0
H 0.7733 -2.2984 3.1042 0.2 0.1 0.1
H -0.7304 -2.4058 3.2437 -0.4 0.2 0.0
O 3.1819 2.4407 1.4071 -0.3 0.4 -0.2
H 2.9059 2.9130 2.1926 0.0 0.2 0.2
H 3.2480 1.5277 1.6868 0.3 -0.4 -0.2
O -3.0561 2.7285 0.7511 -0.4 0.5 0.0
H -3.0366 1.7727 0.7992 0.1 -0.5 0.2
H -2.1659 2.9744 0.4998 0.3 0.2 -0.2
O -0.2529 3.1935 0.0260 -0.3 0.1 -0.1
H 0.5049 3.5917 -0.4022 0.2 0.1 -0.1
H 0.0704 2.9266 0.8865 0.2 -0.1 0.2
O 2.3816 -2.0428 -1.5133 -0.1 0.1 0.2
H 2.6317 -2.6337 -2.2236 0.1 -0.4 -0.1
H 2.6613 -1.1773 -1.8113 0.2 0.4 0.0

***

8.
13
Properties=species:S:1:pos:R:3:forces:R:3 method="wB97M-V/def2-TZVPD" relative_energy_kj_mol=213.1 gap_ev=6.7 charge=-1 homo_ev=-2.253
C 2.2031 -0.9814 -0.1700 0.1 -0.2 4.9
O 1.7612 0.2439 0.2116 -0.5 -0.2 -0.5
H 2.3760 -1.1119 -1.2004 0.0 -0.6 -1.8
H 1.5666 -1.8664 0.3554 0.5 0.9 -1.5
H 3.2021 -1.2313 0.3991 -0.5 0.1 -1.0
C -1.6444 0.5745 -0.9940 1.7 -0.9 1.5
C -1.2965 0.6557 1.3216 -0.7 2.2 0.4
N -2.1888 0.9156 0.4199 2.1 -0.7 -0.9
H -1.6805 1.4819 -1.6905 -0.4 -1.6 0.9
H -0.5530 0.2772 -0.8098 -0.9 1.0 -0.6
H -1.9982 -0.4330 -1.3401 -0.7 1.4 -0.2
H -1.5074 1.2096 2.3089 0.1 -1.5 -0.9
H -0.2403 0.2657 1.1883 -0.9 0.2 -0.3

***

9.
7
Properties=species:S:1:pos:R:3:forces:R:3 method="wB97M-V/def2-TZVPD" relative_energy_kj_mol=122.1 gap_ev=7.2 charge=-1 homo_ev=-5.344
O 1.5879 0.7618 1.0393 0.1 0.1 0.0
O 0.4937 0.9456 -1.1465 0.3 -0.1 0.1
O 2.1630 -0.8015 -0.7578 -0.1 -0.1 0.2
S -2.1897 0.5164 0.7116 2.2 -2.1 0.0
S -0.2988 -1.3260 0.4474 -2.1 2.2 0.2
S 1.1889 0.1147 -0.1888 -0.1 0.1 -0.3
H -2.9451 -0.2110 -0.1051 -0.2 -0.1 -0.2

***

10.
74
Properties=species:S:1:pos:R:3:forces:R:3 method="wB97M-V/def2-TZVPD" gap_ev=5.5 charge=+3 homo_ev=-15.828
W 0.5754 -0.3245 -0.1577 -1.1 2.5 0.2
C 0.8260 4.1910 -0.9729 -0.1 -0.1 0.1
P 1.2308 2.9171 0.2206 0.2 0.4 -0.2
C 3.0251 2.9017 0.4318 -0.2 0.2 0.1
C 0.3621 3.2307 1.7629 0.2 0.0 -0.2
C 0.7187 4.4385 2.3665 0.1 0.0 -0.2
C 0.1073 4.8464 3.5394 0.0 0.0 0.1
C -0.8704 4.0468 4.1132 0.1 0.1 0.0
C -1.2188 2.8394 3.5240 -0.1 -0.2 0.0
C -0.6128 2.4071 2.3495 0.5 -0.1 -0.5
P -1.1674 0.8566 1.5452 -0.7 0.5 1.1
C -2.7935 1.4069 0.9129 0.3 -0.4 -0.5
C -1.6510 -0.2372 2.9287 0.4 -0.1 -0.2
H 1.0521 5.1826 -0.5792 0.1 0.0 0.1
H -0.2380 4.1463 -1.2008 0.0 0.0 0.0
H 1.3953 4.0308 -1.8902 0.0 0.0 0.0
H 3.4223 3.8886 0.1874 0.0 0.0 0.0
H 3.4595 2.1811 -0.2615 0.0 0.0 -0.1
H 3.3224 2.6575 1.4481 -0.1 0.0 0.0
H 1.4763 5.0707 1.9141 0.0 0.0 0.1
H 0.3908 5.7815 4.0026 0.0 0.0 0.0
H -1.3630 4.3615 5.0232 0.0 0.0 0.0
H -1.9854 2.2356 3.9929 0.0 0.0 0.0
H -3.4051 1.7070 1.7630 0.1 0.0 0.1
H -3.2940 0.6017 0.3717 0.0 0.0 0.0
H -2.6780 2.2530 0.2426 0.0 0.1 -0.1
H -2.6037 0.0756 3.3500 0.0 0.1 0.0
H -0.8901 -0.2308 3.7087 0.0 0.0 0.0
H -1.7527 -1.2591 2.5619 -0.1 0.0 0.0
O 1.7366 0.4989 1.8493 0.9 -0.6 -1.0
As 3.1285 -0.5128 1.0257 4.1 -0.1 2.9
O 2.4059 -0.3379 -0.5156 0.1 0.0 -0.7
O 0.7902 1.5626 -0.4551 -0.4 0.9 0.0
C 3.0933 -2.4739 1.4930 -0.3 0.4 -0.2
C 4.3338 -2.8795 1.9653 -0.3 0.4 -0.1
C 4.5543 -4.2176 2.2908 0.0 -0.3 0.0
C 3.5458 -5.1582 2.1486 0.2 0.0 0.1
C 2.2963 -4.7799 1.6699 -0.3 0.1 -0.1
C 2.0993 -3.4505 1.3493 -0.2 0.3 0.0
S 0.6131 -2.8495 0.6858 0.2 -2.3 0.4
O -0.5256 -3.6737 0.7603 0.3 -0.3 0.2
O 0.4366 -1.4952 1.3906 -0.6 -0.4 0.6
O 0.9339 -2.2863 -0.6661 -0.3 -0.7 0.0
H 1.9420 0.6554 2.7781 -0.2 -0.1 0.2
H 5.1244 -2.1454 2.0758 0.1 -0.1 0.1
H 5.5234 -4.5234 2.6616 0.0 0.0 0.0
H 3.7207 -6.1934 2.4074 0.0 0.0 0.0
H 1.4919 -5.4954 1.5514 0.0 0.0 0.0
O -1.0968 -0.5632 -0.7347 -1.9 0.0 -2.2
C -1.4997 -0.9462 -2.0915 -0.5 0.0 -1.1
C -2.4858 -2.0773 -1.9663 0.0 0.0 0.4
C -2.9808 -2.5505 -0.7821 0.1 0.1 -0.2
C -3.9791 -3.5389 -0.9584 0.0 -0.1 0.1
C -4.2257 -3.7948 -2.2686 0.0 0.0 0.0
S -3.2613 -2.8361 -3.3056 0.0 -0.3 0.2
C -2.1022 0.2310 -2.8730 0.3 0.2 0.6
C -2.7736 0.1790 -4.0559 0.0 -0.1 0.0
C -3.0478 1.4617 -4.6074 0.0 -0.2 -0.1
C -2.5731 2.4734 -3.8505 0.2 0.0 0.3
S -1.7774 1.8777 -2.4379 -0.1 0.0 -0.3
C -0.1694 -1.2589 -2.7657 -0.2 0.0 -0.6
C 0.9287 -0.3854 -2.7288 -0.5 -0.2 0.4
C 2.0555 -0.9512 -3.4083 0.2 -0.2 0.1
C 1.7871 -2.1734 -3.9187 0.3 0.3 -0.1
S 0.1803 -2.6943 -3.5902 -0.4 0.3 0.4
H -2.6347 -2.2068 0.1794 -0.1 0.0 0.1
H -4.4844 -4.0380 -0.1453 0.0 0.0 0.0
H -4.9324 -4.4921 -2.6907 0.0 0.0 0.0
H -3.0748 -0.7438 -4.5284 0.0 0.2 -0.1
H -3.5840 1.6084 -5.5335 0.0 0.0 0.0
H -2.6588 3.5356 -4.0187 0.0 0.0 0.0
H 0.8691 0.6778 -2.5352 -0.3 0.1 -0.3
H 2.9975 -0.4404 -3.5422 0.0 0.0 0.0
H 2.4391 -2.8023 -4.5064 0.0 0.0 0.0

***

11.
12
Properties=species:S:1:pos:R:3:forces:R:3 method="wB97M-V/def2-TZVPD" relative_energy_kj_mol=591.7 gap_ev="6.9 / 6.9" homo_ev="-6.381 / -6.382"
N -0.8027 1.5777 0.6173 0.0 -0.2 0.1
C -0.5999 0.2931 0.6801 0.2 0.1 -0.1
O -0.6315 -0.5207 1.6721 0.0 0.1 -0.1
C 0.0022 -0.5623 -0.4038 -0.5 0.5 -0.2
C 1.0015 -0.0286 -1.2474 0.2 0.3 -0.3
N 0.3895 -1.4519 0.7882 0.1 -0.4 0.5
H -0.9996 2.1668 1.4143 0.0 -0.1 -0.1
H -0.4271 1.9578 -0.2651 -0.2 0.0 0.2
H -0.8275 -1.0441 -0.9438 0.2 0.1 0.0
H 1.8567 0.4548 -0.7754 -0.1 -0.2 -0.2
H 1.1208 -0.4859 -2.2201 0.1 0.2 0.0
H -0.0825 -2.3567 0.6838 -0.2 -0.1 0.3

***

12.
16
Properties=species:S:1:pos:R:3:forces:R:3 method="wB97M-V/def2-TZVPD" smiles="C=CN.NCO" relative_energy_kj_mol=163.9 gap_ev=9.6 homo_ev=-8.626
C 2.6696 0.4782 0.2996 0.0 0.7 -0.3
C 1.9464 1.5667 0.0327 0.4 -0.3 0.0
N 1.2169 2.2612 1.0071 0.1 -0.6 -0.1
H 3.1899 -0.0523 -0.4750 0.0 -0.1 -0.2
H 2.8554 0.1960 1.3101 0.0 -0.4 0.6
H 1.9016 1.8817 -0.9988 -0.4 0.4 0.0
H 1.2757 3.2659 1.0406 0.1 0.0 -0.3
H 1.4521 1.8427 1.8942 -0.2 0.3 0.4
N -1.8065 -0.4357 0.3337 -0.7 -0.1 0.2
C -2.2131 -1.6788 -0.2279 1.1 -0.3 -0.2
O -1.3896 -2.1318 -1.3193 -0.1 0.3 0.0
H -2.2589 0.3717 -0.0577 0.3 0.2 -0.1
H -0.8175 -0.3449 0.4895 0.1 0.2 -0.1
H -2.0775 -2.4695 0.5032 -0.3 -0.1 0.1
H -3.2249 -1.6257 -0.6007 -0.5 0.1 0.3
H -1.4336 -1.4192 -1.9668 0.2 -0.1 -0.2